Here is 8 unconnected molecules or ions with the total composition C33H67BrN7O12PS2Si at a distorted geometry from the Open Molecules 2025 dataset. Energies are from ωB97M-V/def2-TZVPD.

Structure (XYZ):
```
124
Properties=species:S:1:pos:R:3:mulliken_charge:R:1
C 5.145 2.418 -1.281 -1.32
C 4.335 2.856 -0.076 -0.22
Br 3.910 4.754 -0.099 -0.19
C 3.109 1.984 0.215 -1.30
C 2.034 1.968 -0.871 0.25
O 1.236 3.151 -0.698 0.19
S 0.724 3.952 -2.030 0.34
O 1.836 3.969 -2.945 -0.47
O -0.331 2.856 -2.645 -0.56
C 0.232 1.619 -3.110 0.68
C -0.634 1.150 -4.290 -1.86
C 0.088 0.184 -5.196 0.24
O 0.773 0.898 -6.229 -0.51
Si 2.160 0.138 -6.779 0.45
C 1.932 -1.692 -7.088 -1.01
C 2.630 1.007 -8.360 -1.13
C 3.482 0.337 -5.441 -0.17
C 0.264 0.509 -2.067 -2.17
C 1.079 0.761 -0.782 3.20
C 1.817 -0.534 -0.366 -2.55
O 1.116 -1.705 -0.698 -0.32
C 1.716 -2.546 -1.598 0.46
C 1.438 -3.908 -1.450 -0.83
C 1.949 -4.850 -2.334 -0.33
C 2.772 -4.446 -3.381 -0.91
C 3.057 -3.089 -3.527 -0.95
C 2.525 -2.141 -2.655 0.62
P -0.186 1.161 0.540 0.21
S -1.302 -0.325 1.123 -0.40
H 4.543 2.210 -2.160 0.32
H 5.932 3.129 -1.498 0.41
H 5.642 1.487 -1.007 0.35
H 4.975 2.726 0.789 0.60
H 2.655 2.410 1.105 0.39
H 3.504 0.997 0.428 0.48
H 2.529 1.949 -1.841 -0.26
H 1.235 1.749 -3.516 0.51
H -1.513 0.668 -3.864 0.45
H -0.975 2.020 -4.842 0.51
H 0.799 -0.435 -4.641 -0.09
H -0.629 -0.504 -5.643 0.42
H 1.227 -1.930 -7.879 0.32
H 2.903 -2.082 -7.399 0.37
H 1.663 -2.245 -6.191 0.33
H 1.830 0.934 -9.090 0.30
H 2.833 2.054 -8.150 0.29
H 3.538 0.575 -8.777 0.32
H 2.955 0.563 -4.514 -0.50
H 4.162 1.156 -5.645 0.46
H 4.013 -0.597 -5.274 0.31
H -0.751 0.255 -1.757 0.48
H 0.617 -0.367 -2.595 0.27
H 2.818 -0.513 -0.796 0.87
H 1.953 -0.525 0.718 0.49
H 0.789 -4.216 -0.644 0.44
H 1.702 -5.891 -2.216 0.55
H 3.164 -5.184 -4.062 0.50
H 3.702 -2.765 -4.330 0.39
H 2.759 -1.097 -2.802 0.17
H 0.475 1.750 1.630 0.12
H -1.007 2.144 -0.026 0.01
O 1.209 0.191 3.620 -0.61
C 0.731 -0.531 4.478 0.64
N 0.855 -1.883 4.413 -0.28
C -0.033 0.023 5.650 -0.72
H 0.468 -2.502 5.102 0.14
H 1.349 -2.271 3.629 0.18
H -0.884 0.592 5.277 0.10
H 0.618 0.691 6.211 0.26
H -0.395 -0.760 6.317 0.34
O -2.323 2.242 5.407 -0.72
C -2.691 3.272 4.859 0.74
N -3.883 3.357 4.231 -0.07
C -1.838 4.520 4.843 -0.94
H -4.215 4.190 3.773 0.16
H -4.473 2.537 4.218 0.03
H -0.889 4.294 4.361 0.16
H -1.644 4.828 5.870 0.29
H -2.312 5.345 4.313 0.34
O -5.751 0.932 3.521 -0.66
C -6.266 0.251 4.389 0.67
N -6.193 -1.105 4.358 -0.39
C -7.013 0.853 5.554 -0.92
H -6.603 -1.691 5.059 0.17
H -5.693 -1.528 3.595 0.23
H -7.840 1.448 5.171 0.25
H -6.336 1.504 6.106 0.25
H -7.406 0.097 6.233 0.35
O -5.982 4.783 2.344 -0.65
C -6.076 4.212 1.272 0.77
N -5.037 3.522 0.739 -0.26
C -7.352 4.219 0.465 -1.01
H -5.095 3.034 -0.134 0.16
H -4.180 3.478 1.264 0.13
H -7.613 5.249 0.229 0.28
H -8.148 3.781 1.065 0.25
H -7.261 3.656 -0.463 0.33
O 2.183 -7.973 -3.328 -0.59
C 2.180 -8.941 -2.594 0.65
N 2.519 -8.838 -1.279 -0.34
C 1.807 -10.323 -3.075 -0.94
H 2.528 -9.621 -0.653 0.18
H 2.783 -7.932 -0.931 0.24
H 2.485 -10.611 -3.876 0.26
H 0.791 -10.296 -3.466 0.24
H 1.860 -11.070 -2.283 0.33
O -0.948 -5.122 6.479 -0.61
C -1.081 -5.638 5.388 0.64
N -0.037 -6.251 4.762 -0.40
C -2.392 -5.638 4.639 -0.81
H -0.116 -6.681 3.860 0.18
H 0.850 -6.268 5.236 0.23
H -2.701 -4.607 4.474 0.20
H -3.142 -6.142 5.245 0.25
H -2.322 -6.141 3.675 0.32
O -0.505 7.171 3.107 -0.63
C 0.632 7.044 2.697 0.59
N 1.708 7.257 3.502 -0.39
C 0.945 6.639 1.276 -0.33
H 2.655 7.155 3.189 0.18
H 1.535 7.526 4.456 0.23
H 0.512 7.371 0.597 0.29
H 0.499 5.665 1.083 -0.01
H 2.017 6.576 1.092 0.04
```

Calculated values
DFT total energy = -179194.15599 eV
Gap between HOMO and LUMO = 8.2 eV
Charge = 0
HOMO energy = -0.2970 Eh
Strongest force on any atom = 1.31 eV/Å


Here is 4 unconnected molecules or ions with the total composition C33H67NO11 at a distorted geometry from the Open Molecules 2025 dataset. Energies are from ωB97M-V/def2-TZVPD.

Structure (XYZ):
```
112
Properties=species:S:1:pos:R:3:mulliken_charge:R:1
C -2.764 -0.972 4.376 -0.89
C -1.179 -1.383 4.304 0.01
C -0.799 -2.820 4.996 -0.41
C -1.326 -3.013 6.536 -0.71
C -0.404 -2.200 7.664 -0.23
O -0.549 -0.760 7.400 0.20
C 0.694 -0.015 7.649 -0.09
C 0.653 1.292 6.607 -0.91
C -0.953 -2.648 9.180 0.01
N 0.053 -2.302 10.266 -0.68
C -2.487 -2.157 9.486 -0.49
O -2.635 -1.283 10.667 -0.40
C -2.137 0.096 10.372 0.42
C -2.628 1.016 9.099 -0.22
C -1.995 2.509 8.819 -0.37
C -0.847 3.041 9.869 -0.39
C -0.363 2.164 11.184 -0.31
C -1.004 0.665 11.463 -0.36
H -3.323 -1.386 3.432 0.21
H -2.805 0.217 4.279 0.26
H -3.326 -1.316 5.343 0.21
H -0.865 -1.415 3.168 0.31
H -0.553 -0.494 4.790 -0.12
H -1.333 -3.662 4.342 0.04
H 0.366 -3.008 4.863 0.27
H -1.166 -4.167 6.798 0.34
H -2.479 -2.821 6.673 0.15
H 0.705 -2.592 7.595 0.34
H 1.678 -0.641 7.555 0.31
H 0.613 0.467 8.734 -0.06
H 1.307 0.996 5.681 0.29
H -0.478 1.467 6.298 0.15
H 1.021 2.275 7.152 0.30
H -0.985 -3.840 9.138 0.44
H 0.442 -1.323 10.118 0.28
H 0.887 -2.922 10.061 0.35
H -2.937 -1.717 8.496 0.05
H -3.131 -3.133 9.725 0.23
H -3.438 0.539 8.373 0.24
H -2.336 3.144 7.878 0.33
H -0.305 4.094 9.728 0.29
H 0.438 2.558 11.948 0.29
H -0.699 -0.014 12.390 0.31
C -1.347 -4.568 -3.847 -0.67
O -1.428 -4.980 -2.493 -0.30
C -0.156 -5.004 -1.848 -0.60
C -0.312 -4.738 -0.347 -0.30
O -0.562 -3.361 -0.033 -0.47
C -1.859 -2.858 -0.382 -0.39
C -2.986 -3.398 0.504 -0.22
O -3.306 -4.744 0.149 -0.31
C -3.755 -5.509 1.254 -0.74
H -0.824 -5.323 -4.442 0.38
H -2.364 -4.454 -4.232 0.23
H -0.842 -3.601 -3.930 0.23
H 0.513 -4.251 -2.278 0.35
H 0.274 -5.998 -2.004 0.40
H 0.640 -4.979 0.138 0.40
H -1.062 -5.386 0.105 0.12
H -2.068 -3.007 -1.442 0.08
H -1.802 -1.775 -0.227 0.48
H -3.889 -2.798 0.359 0.47
H -2.681 -3.333 1.558 0.01
H -3.015 -5.494 2.061 0.28
H -3.879 -6.544 0.927 0.24
H -4.715 -5.130 1.613 0.34
C -3.493 1.560 -7.773 -0.82
O -2.611 1.333 -6.687 -0.21
C -3.082 0.321 -5.797 -0.68
C -1.904 -0.387 -5.120 -0.12
O -1.222 -1.312 -5.978 -0.44
C -0.433 -0.736 -7.028 -0.35
C 0.847 -0.056 -6.532 -0.63
O 0.548 1.205 -5.935 -0.23
C 1.448 1.544 -4.893 -0.76
H -4.424 2.010 -7.417 0.33
H -3.008 2.249 -8.469 0.23
H -3.701 0.627 -8.307 0.35
H -3.684 -0.419 -6.334 0.36
H -3.703 0.810 -5.040 0.40
H -2.302 -0.991 -4.298 0.30
H -1.207 0.321 -4.673 0.10
H -1.031 -0.072 -7.653 0.15
H -0.138 -1.578 -7.665 0.40
H 1.516 0.132 -7.376 0.40
H 1.355 -0.719 -5.817 0.37
H 1.471 0.758 -4.131 0.45
H 1.095 2.464 -4.421 0.25
H 2.450 1.711 -5.297 0.17
C 2.031 6.051 -8.512 -0.79
O 3.058 5.668 -7.613 -0.29
C 2.952 4.304 -7.206 -0.47
C 4.337 3.735 -6.876 -0.20
O 5.125 3.437 -8.036 -0.49
C 5.626 4.566 -8.767 -0.34
C 6.746 5.318 -8.042 -0.54
O 6.214 6.117 -6.985 -0.27
C 7.114 6.255 -5.898 -0.79
H 1.064 6.057 -8.002 0.32
H 2.251 7.059 -8.873 0.24
H 2.001 5.380 -9.376 0.34
H 2.495 3.697 -7.994 0.36
H 2.319 4.273 -6.314 0.37
H 4.194 2.777 -6.367 0.24
H 4.884 4.374 -6.183 0.13
H 4.817 5.232 -9.069 0.10
H 6.046 4.150 -9.690 0.41
H 7.250 5.992 -8.740 0.41
H 7.478 4.594 -7.656 0.34
H 7.415 5.273 -5.519 0.34
H 6.600 6.787 -5.093 0.23
H 7.992 6.829 -6.203 0.33
```

Calculated values
DFT total energy = -59301.91943 eV
Gap between HOMO and LUMO = 8.5 eV
Charge = 0
HOMO energy = -0.3027 Eh
SMILES string = CCCC[C@@H](OCC)[C@@H](N)COc1ccccc1.COCCOCCOC.COCCOCCOC.COCCOCCOC
Strongest force on any atom = 4.90 eV/Å


Here is a molecular structure, C33H68CuN3O7 at a distorted geometry from the Open Molecules 2025 dataset. Energies are from ωB97M-V/def2-TZVPD.

Structure (XYZ):
```
112
Properties=species:S:1:pos:R:3:mulliken_charge:R:1
Cu 0.223 -0.658 0.310 2.24
C -0.155 -3.924 -2.891 -1.41
C 0.318 -3.830 -1.470 -0.35
O 0.509 -2.519 -1.068 -0.43
H 0.519 -3.615 -3.698 0.32
H -1.043 -3.297 -3.011 0.25
H -0.362 -4.942 -3.239 0.45
H 1.186 -4.498 -1.361 0.26
H -0.494 -4.339 -0.925 0.21
C -3.192 4.615 1.436 -1.58
C -2.411 4.021 0.248 0.88
C -1.265 4.855 -0.320 -0.64
O -0.296 3.868 -0.575 -0.36
C -0.498 2.823 0.240 0.08
O 0.322 1.997 0.535 -0.25
O -1.760 2.811 0.659 0.05
H -4.160 4.945 1.064 0.40
H -2.653 5.454 1.876 0.39
H -3.319 3.870 2.220 0.24
H -3.152 3.781 -0.516 -0.08
H -0.974 5.680 0.327 0.45
H -1.762 5.197 -1.229 0.31
C 2.707 1.044 -1.195 -1.61
C 3.568 0.197 -0.288 1.74
C 3.608 1.014 1.043 -1.22
C 4.406 0.308 2.126 -0.87
C 3.717 -1.020 2.468 -0.21
C 3.433 -1.872 1.209 2.07
N 2.896 -1.072 0.079 1.35
O 2.827 -1.915 -1.051 -0.76
C 4.734 -2.655 0.888 -1.92
C 2.338 -2.887 1.584 -2.29
C 4.985 0.130 -0.846 -2.02
H 2.723 0.802 -2.263 0.40
H 2.926 2.112 -1.176 0.40
H 1.677 0.860 -0.942 -0.24
H 4.208 1.889 0.772 0.68
H 2.615 1.378 1.306 0.06
H 4.325 1.009 2.960 0.48
H 5.441 0.097 1.864 0.38
H 2.779 -0.830 2.993 -1.29
H 4.452 -1.440 3.158 0.62
H 5.652 -2.157 1.208 0.31
H 4.839 -3.624 1.379 0.52
H 4.782 -2.840 -0.185 0.29
H 2.576 -3.532 2.430 0.67
H 1.397 -2.368 1.796 0.31
H 2.068 -3.558 0.766 0.21
H 5.832 -0.131 -0.218 0.25
H 5.247 1.164 -1.110 0.53
H 4.955 -0.293 -1.851 0.37
H 1.867 -2.040 -1.247 0.21
C -1.658 -2.705 1.731 -2.26
C -1.458 -2.039 3.112 1.36
C -0.621 -2.972 3.985 -1.16
C -0.005 -2.346 5.244 -0.92
C 0.635 -0.992 4.940 -1.10
C -0.132 0.002 4.065 1.88
N -0.692 -0.772 2.932 0.81
O -1.403 0.056 2.016 -0.12
C -1.203 0.769 4.877 -1.69
C 0.885 1.012 3.534 -1.68
C -2.805 -1.759 3.851 -1.23
H -2.272 -3.595 1.866 0.61
H -0.692 -2.852 1.241 0.18
H -2.195 -2.057 1.035 0.28
H -1.327 -3.767 4.246 0.48
H 0.131 -3.527 3.419 0.28
H 0.694 -3.035 5.719 0.50
H -0.716 -2.135 6.050 0.39
H 1.523 -1.250 4.353 -0.01
H 0.906 -0.531 5.890 0.55
H -2.028 1.013 4.204 0.17
H -1.675 0.150 5.641 0.36
H -0.836 1.692 5.320 0.48
H 1.603 0.626 2.810 -0.33
H 0.460 1.959 3.208 0.32
H 1.574 1.209 4.363 0.49
H -3.592 -2.432 3.515 0.51
H -3.164 -0.757 3.604 0.12
H -2.654 -1.744 4.928 0.32
H -2.231 0.229 2.489 -0.01
C -4.123 1.435 -4.570 -1.73
C -2.872 1.992 -3.866 1.62
C -2.823 1.503 -2.420 0.04
C -2.381 0.034 -2.255 -1.02
C -0.990 -0.013 -2.964 -0.75
C -1.011 0.461 -4.420 2.60
N -1.582 1.797 -4.559 0.32
O -1.640 2.172 -5.924 -0.53
C 0.483 0.569 -4.870 -2.04
C -1.635 -0.671 -5.277 -1.97
C -3.061 3.540 -3.753 -2.10
H -4.408 1.907 -5.509 0.33
H -5.003 1.586 -3.940 0.44
H -3.983 0.363 -4.704 0.34
H -2.120 2.065 -1.801 -1.00
H -3.802 1.676 -1.966 1.06
H -3.102 -0.659 -2.688 0.59
H -2.230 -0.215 -1.204 -0.16
H -0.787 -1.086 -2.959 -0.12
H -0.284 0.424 -2.258 -0.31
H 0.659 0.774 -5.926 0.41
H 0.945 1.433 -4.378 0.46
H 1.077 -0.272 -4.513 0.40
H -0.884 -1.422 -5.528 0.48
H -2.397 -1.205 -4.711 0.37
H -1.933 -0.300 -6.258 0.35
H -2.200 4.014 -3.280 0.26
H -3.990 3.779 -3.233 0.37
H -3.156 3.931 -4.768 0.53
H -0.984 2.875 -5.956 0.35
```

Calculated values
DFT total energy = -98760.90547 eV
Gap between HOMO and LUMO = 7.5 eV
Charge = 0
HOMO energy = -0.2676 Eh
Strongest force on any atom = 2.51 eV/Å


Here is a molecular structure, C33H69I2N4O2 from the Open Molecules 2025 dataset. Energies are from ωB97M-V/def2-TZVPD.

Structure (XYZ):
```
110
Properties=species:S:1:pos:R:3:mulliken_charge:R:1
C 0.601 0.426 4.734 -1.24
C -0.046 -0.698 3.958 0.52
I -2.109 -0.589 3.923 0.24
C 0.613 -1.687 3.323 -0.45
I -0.313 -3.184 2.227 0.19
C 2.072 -1.775 3.284 0.41
N 2.768 -2.402 2.347 -0.50
C 4.058 -2.225 2.654 0.21
N 5.089 -2.661 1.949 -0.10
C 6.480 -2.356 2.266 -1.16
C 6.898 -0.907 2.004 -0.32
C 6.472 -0.346 0.643 -0.01
C 7.211 -1.101 -0.456 0.22
O 8.392 -1.034 -0.615 -0.51
O 6.448 -1.919 -1.237 -0.49
N 4.173 -1.510 3.788 -0.10
N 2.901 -1.223 4.190 -0.01
H 0.874 0.092 5.742 0.32
H -0.090 1.257 4.863 0.51
H 1.485 0.811 4.216 0.07
H 4.863 -3.201 1.128 0.30
H 7.089 -3.040 1.673 0.48
H 6.664 -2.614 3.316 0.41
H 7.991 -0.877 2.050 0.54
H 6.543 -0.232 2.791 0.10
H 5.388 -0.387 0.500 -0.03
H 6.773 0.703 0.585 0.42
H 5.518 -1.668 -1.196 0.37
H 4.995 -1.203 4.284 0.26
H 2.701 -0.693 5.020 0.33
C 0.904 0.074 -0.432 -0.94
C -0.577 -0.262 -0.587 0.35
C -0.994 -0.557 -2.025 -0.91
C -0.798 0.606 -3.000 -0.37
C -1.516 1.897 -2.606 -0.50
C -3.030 1.741 -2.508 -0.87
H 1.175 0.980 -0.977 0.39
H 1.163 0.234 0.619 0.07
H 1.526 -0.742 -0.811 0.28
H -1.180 0.556 -0.181 0.28
H -0.796 -1.136 0.030 -0.22
H -2.043 -0.865 -2.031 0.35
H -0.427 -1.419 -2.390 0.36
H -1.154 0.292 -3.986 0.08
H 0.269 0.813 -3.119 0.31
H -1.282 2.661 -3.351 0.44
H -1.124 2.273 -1.656 0.31
H -3.441 1.378 -3.452 -0.11
H -3.510 2.693 -2.282 0.40
H -3.319 1.034 -1.728 0.37
C -7.127 -5.310 4.728 -1.17
C -6.559 -5.786 3.395 -0.40
C -5.053 -5.563 3.257 -0.70
C -4.613 -4.101 3.341 -0.23
C -5.264 -3.172 2.318 -0.28
C -4.935 -3.537 0.873 -1.13
H -7.005 -4.233 4.859 0.27
H -8.193 -5.527 4.800 0.38
H -6.628 -5.807 5.563 0.29
H -7.086 -5.290 2.575 0.23
H -6.762 -6.853 3.279 0.37
H -4.715 -5.995 2.311 0.32
H -4.538 -6.124 4.044 0.38
H -3.525 -4.058 3.216 0.04
H -4.815 -3.718 4.346 0.28
H -4.927 -2.149 2.508 0.22
H -6.348 -3.161 2.456 0.28
H -3.854 -3.533 0.709 0.20
H -5.381 -2.828 0.175 0.39
H -5.307 -4.529 0.613 0.29
C -4.647 0.215 -6.184 -1.19
C -3.323 0.508 -6.881 -0.39
C -3.043 2.001 -7.052 -0.38
C -4.074 2.753 -7.896 -0.82
C -4.273 2.198 -9.306 -0.39
C -3.010 2.233 -10.159 -1.19
H -5.500 0.575 -6.759 0.34
H -4.783 -0.857 -6.032 0.36
H -4.680 0.699 -5.205 0.17
H -3.301 0.008 -7.852 0.38
H -2.506 0.069 -6.299 0.25
H -2.049 2.129 -7.489 0.35
H -2.999 2.468 -6.062 0.18
H -3.764 3.800 -7.968 0.39
H -5.037 2.761 -7.377 0.33
H -5.056 2.780 -9.799 0.38
H -4.650 1.173 -9.253 0.22
H -2.623 3.252 -10.239 0.29
H -3.207 1.871 -11.168 0.38
H -2.219 1.610 -9.736 0.27
C 4.786 6.457 2.622 -1.25
C 3.586 5.515 2.659 -0.35
C 3.536 4.640 3.910 -0.66
C 4.740 3.712 4.091 -0.98
C 4.996 2.766 2.919 -0.30
C 3.831 1.822 2.641 -0.54
H 5.731 5.912 2.601 0.29
H 4.757 7.092 1.737 0.39
H 4.796 7.107 3.499 0.30
H 3.585 4.889 1.761 0.19
H 2.666 6.102 2.613 0.44
H 2.613 4.051 3.897 0.18
H 3.465 5.283 4.792 0.44
H 4.592 3.120 5.001 0.35
H 5.639 4.306 4.266 0.40
H 5.898 2.182 3.133 0.12
H 5.218 3.338 2.015 0.39
H 3.600 1.230 3.531 -0.04
H 4.066 1.132 1.826 0.09
H 2.929 2.364 2.355 0.49
```

Calculated values
DFT total energy = -61591.59735 eV
Gap between HOMO and LUMO = 8.3 eV
Charge = +1
HOMO energy = -0.4363 Eh
Strongest force on any atom = 0.36 eV/Å